A structure of composition C27H44BrIrNOP2. Source: OMol25; level of theory: ωB97M-V with the def2-TZVPD basis set.

Element x y z (Å)
H (-3.26, -0.72, -1.08)
C (-1.41, -0.61, -4.33)
H (0.54, 4.62, 1.55)
H (-2.12, -2.85, 4.65)
C (-0.32, -2.22, -1.59)
C (2.98, -1.69, 1.93)
H (-2.54, 1.69, -1.27)
H (-3.06, 2.68, 3.33)
H (2.34, -1.72, 2.82)
C (-0.41, -3.33, 3.50)
H (2.89, -1.47, -0.99)
N (-2.11, -1.97, -8.31)
Ir (0.19, -0.01, -0.26)
H (0.57, 2.60, 2.98)
C (-0.38, 2.86, 2.51)
C (4.46, -1.83, 2.38)
C (-0.57, -1.77, 0.77)
H (0.23, -2.67, -2.40)
C (-1.08, -1.17, -8.06)
H (0.38, -2.97, 4.17)
C (-2.11, 2.67, -1.01)
C (2.68, -0.40, -0.87)
H (4.57, -2.63, 3.14)
H (3.62, 3.12, 2.42)
H (-0.44, -0.98, -8.92)
H (-3.20, 3.37, 1.68)
C (0.14, -2.35, -0.30)
H (4.35, 2.15, 1.12)
H (-2.55, -1.23, 1.39)
H (4.89, -0.92, 2.81)
H (-1.54, -1.51, 3.59)
C (-3.36, 2.46, 2.29)
H (-2.84, 3.17, -0.36)
C (2.48, 1.35, 1.88)
H (0.07, 0.00, -6.67)
H (1.00, -2.98, -0.14)
H (2.76, -2.58, 1.33)
C (-2.26, -1.05, -0.78)
Br (-0.08, 0.05, 4.19)
H (-3.52, -1.99, -5.24)
H (-2.01, 3.25, -1.94)
C (-0.82, -0.60, -6.80)
H (3.94, 0.45, -2.39)
C (-1.32, -1.29, -1.82)
H (-4.44, 2.20, 2.27)
H (-0.27, 4.95, 3.08)
C (3.82, 2.08, 2.07)
C (-2.55, 1.25, 1.73)
C (-1.90, -1.39, 0.53)
C (-1.30, -0.74, -3.12)
C (-1.72, -2.62, 3.66)
H (3.78, 1.49, -0.93)
H (-0.24, 3.44, -0.15)
C (-2.81, -1.70, -6.02)
H (-0.43, -4.44, 3.47)
H (-1.22, 4.68, 1.62)
P (2.16, -0.17, 0.89)
H (2.03, 1.06, 2.85)
C (-0.75, 2.50, -0.37)
O (0.10, -2.84, 2.27)
H (-0.08, 1.93, -1.07)
H (-2.41, -2.96, 2.89)
C (-2.97, -2.23, -7.32)
H (4.83, 0.03, -0.90)
C (3.88, 0.45, -1.29)
H (5.09, -2.20, 1.56)
P (-0.79, 1.58, 1.22)
C (-0.33, 4.35, 2.16)
C (-1.68, -0.92, -5.72)
H (-2.40, 0.50, 2.53)
H (-3.83, -2.87, -7.56)
H (1.81, -0.21, -1.58)
H (1.83, 2.13, 1.44)
H (4.52, 1.68, 2.82)
H (0.68, -3.47, 1.81)
H (-3.11, 0.79, 0.91)
H (-1.09, 2.74, 3.34)

Net charge = +4
Orbital gap (alpha / beta) = 6.2 / 5.7 eV
Total energy = -4544.3054 Ha
2S+1 = 6
ΔE to the lowest compared entry with this formula, charge and spin = 1.999 eV

Atomic partial charges in e from the Löwdin method, atoms 1 to 5:
1 H 0.160
2 C 0.111
3 H 0.085
4 H 0.111
5 C 0.007